[1]
ORCA calculation (wB97M-V/def2-TZVPD) on a cluster of 2 separate species, C6H9F3N3 in total at a distorted geometry.

The geometry in XYZ format:
```
21
Properties=species:S:1:pos:R:3:forces:R:3:nbo_charge:R:1
C 0.06126 0.15752 0.23016 -1.13 0.95 -1.57 0.289
C -0.89405 -0.37170 0.96432 0.40 -1.42 2.56 0.082
C 1.33313 0.72969 0.51092 2.09 -0.81 2.84 0.108
C -2.97665 -0.49015 -2.30992 -4.01 -2.05 4.94 0.712
C 2.17978 0.55137 1.64008 -0.92 -1.74 1.02 0.405
C -2.15485 -0.38970 -3.43369 2.51 2.07 0.06 -0.797
N 3.32245 1.29946 1.85170 -3.72 -0.11 -1.87 -0.779
N 1.86983 -0.33917 2.73008 -0.52 1.30 -1.77 -0.810
N -3.62179 -0.73340 -1.34660 2.87 1.20 -4.66 -0.421
F -0.39225 0.37093 -1.05729 0.77 -0.08 -0.47 -0.363
F -1.99373 -1.04847 0.48998 0.71 0.48 -0.01 -0.370
F 1.80087 1.61886 -0.37533 0.03 0.76 -0.79 -0.317
H -2.56544 -0.35244 -4.43524 -0.41 -0.43 0.11 0.323
H -1.33892 -1.10663 -3.23518 -0.40 -0.18 -0.49 0.330
H -1.59822 0.58567 -3.26275 -0.55 -0.73 -0.33 0.332
H 3.48924 1.94361 1.14055 0.32 1.20 -1.24 0.403
H 4.10312 1.11700 2.36928 1.75 -1.28 1.89 0.406
H 2.59709 -0.62462 3.32208 1.52 0.31 0.70 0.389
H -0.66276 -0.60165 1.99938 -0.62 0.14 -0.05 0.177
H 1.28306 -1.14979 2.66838 -0.54 0.15 -0.98 0.392
H -3.84115 -1.16639 -0.46092 -0.17 0.27 0.10 0.510
```
Positions in Å, forces in eV/Å.

Charge = +1
HOMO-LUMO gap = 0.2309 hartree
LUMO = -4.17 eV


[2]
ORCA calculation (wB97M-V/def2-TZVPD) on an isolated molecule of C6H9F3OS at a distorted geometry.

The geometry in XYZ format:
```
20
Properties=species:S:1:pos:R:3:forces:R:3:nbo_charge:R:1
C -1.74113 -1.69422 -0.74039 2.48 1.63 -0.63 -0.043
C -0.79505 0.27269 -0.06283 -0.99 -2.68 -1.40 -0.185
C -1.23305 0.80327 1.26771 -0.42 0.68 0.23 -0.693
C 1.35021 -0.33374 1.05581 -0.83 -0.79 -0.63 -0.630
C 0.67662 0.02755 -0.29634 0.58 0.55 -0.48 -0.351
C 1.26203 1.37619 -0.88799 -0.12 -0.18 -1.76 0.982
O -0.81695 -2.58571 -1.18869 -1.28 -0.70 2.02 -0.654
F 0.74910 1.57489 -2.17688 0.30 -0.10 1.75 -0.349
F 0.94518 2.50576 -0.16890 0.73 -1.39 -0.71 -0.333
F 2.61729 1.33321 -1.11365 -1.19 0.17 0.95 -0.334
S -1.84720 -0.15757 -1.42811 -0.32 1.87 -0.40 0.278
H -2.32801 -1.81307 0.10012 -0.72 -1.36 1.65 0.197
H -0.70688 0.31191 2.12670 -1.22 -0.21 -0.60 0.223
H -2.39141 0.91929 1.36503 2.38 -0.16 -0.02 0.245
H -0.67757 1.76446 1.30543 -1.04 0.22 0.14 0.236
H 1.41381 0.61875 1.64245 -0.12 -1.34 0.09 0.225
H 2.32725 -0.71600 0.84559 0.83 0.06 0.08 0.225
H 0.77477 -1.25339 1.48320 0.84 2.08 -0.27 0.232
H 0.90485 -0.73385 -1.14592 -0.52 1.17 1.61 0.242
H -0.48389 -2.22041 -1.98233 0.61 0.48 -1.62 0.484
```
Positions in Å, forces in eV/Å.

HOMO-LUMO gap (spin up / spin down) = 0.2925 / 0.2958 hartree
LUMO (spin up / spin down) = 0.32 / 0.37 eV


[3]
ORCA calculation (wB97M-V/def2-TZVPD) on an isolated molecule of C6H9FN2 at a distorted geometry.

The geometry in XYZ format:
```
18
Properties=species:S:1:pos:R:3:forces:R:3:lowdin_spin:R:1
C -0.03555 -1.65415 -0.26406 -1.74 3.63 -1.21 0.386
C -1.43073 -0.46468 0.02189 0.85 0.89 0.67 0.367
C 0.76281 -0.38777 -0.20733 -0.09 2.26 0.19 0.124
C -0.39997 0.57589 0.24106 0.25 0.75 0.38 0.053
C 1.93996 -0.35541 0.77969 -0.08 2.44 -0.90 0.035
C -0.61785 1.93384 -0.56217 -1.02 -1.87 0.14 0.024
N -0.06901 -2.85620 -0.13658 -2.48 0.56 0.37 0.542
N -2.63945 -0.50876 -0.19454 -1.80 -1.10 0.19 0.226
F -3.31859 0.79870 -0.17969 0.79 -0.40 -0.30 0.157
H 0.89826 -0.01584 -1.24413 0.83 -0.69 0.29 0.019
H -0.32332 0.89393 1.31640 0.04 -0.76 -0.75 0.005
H 2.61866 -1.11844 0.53736 1.23 -0.93 -0.21 0.001
H 1.43761 -0.60602 1.68506 0.19 0.02 1.19 0.001
H 2.50756 0.68770 0.85040 -1.38 -2.20 -0.20 0.009
H -0.89412 1.65000 -1.58638 -0.56 0.06 0.20 0.001
H 0.38475 2.33250 -0.77372 -0.44 0.91 1.00 0.006
H -1.52357 2.47365 -0.05437 2.35 -0.37 -1.12 0.000
H 0.70253 -3.37893 -0.22889 3.07 -3.20 0.07 0.043
```
Positions in Å, forces in eV/Å.

HOMO-LUMO gap (spin up / spin down) = 0.2315 / 0.2678 hartree
2S+1 = 3
LUMO (spin up / spin down) = 0.71 / -3.18 eV


Repeat the first record exactly.
ORCA calculation (wB97M-V/def2-TZVPD) on a cluster of 2 separate species, C6H9F3N3 in total at a distorted geometry.

The geometry in XYZ format:
```
21
Properties=species:S:1:pos:R:3:forces:R:3:nbo_charge:R:1
C 0.06126 0.15752 0.23016 -1.13 0.95 -1.57 0.289
C -0.89405 -0.37170 0.96432 0.40 -1.42 2.56 0.082
C 1.33313 0.72969 0.51092 2.09 -0.81 2.84 0.108
C -2.97665 -0.49015 -2.30992 -4.01 -2.05 4.94 0.712
C 2.17978 0.55137 1.64008 -0.92 -1.74 1.02 0.405
C -2.15485 -0.38970 -3.43369 2.51 2.07 0.06 -0.797
N 3.32245 1.29946 1.85170 -3.72 -0.11 -1.87 -0.779
N 1.86983 -0.33917 2.73008 -0.52 1.30 -1.77 -0.810
N -3.62179 -0.73340 -1.34660 2.87 1.20 -4.66 -0.421
F -0.39225 0.37093 -1.05729 0.77 -0.08 -0.47 -0.363
F -1.99373 -1.04847 0.48998 0.71 0.48 -0.01 -0.370
F 1.80087 1.61886 -0.37533 0.03 0.76 -0.79 -0.317
H -2.56544 -0.35244 -4.43524 -0.41 -0.43 0.11 0.323
H -1.33892 -1.10663 -3.23518 -0.40 -0.18 -0.49 0.330
H -1.59822 0.58567 -3.26275 -0.55 -0.73 -0.33 0.332
H 3.48924 1.94361 1.14055 0.32 1.20 -1.24 0.403
H 4.10312 1.11700 2.36928 1.75 -1.28 1.89 0.406
H 2.59709 -0.62462 3.32208 1.52 0.31 0.70 0.389
H -0.66276 -0.60165 1.99938 -0.62 0.14 -0.05 0.177
H 1.28306 -1.14979 2.66838 -0.54 0.15 -0.98 0.392
H -3.84115 -1.16639 -0.46092 -0.17 0.27 0.10 0.510
```
Positions in Å, forces in eV/Å.

Charge = +1
HOMO-LUMO gap = 0.2309 hartree
LUMO = -4.17 eV